Computed, not measured: a molecular structure, C19H33BF4N3O5P2Rh, with ωB97M-V/def2-TZVPD.

2S+1: 5
DFT total energy (a.u.): -2501.4901
Orbital gap (spin up / spin down) (eV): 9.16 / 6.22
Total charge: +2
⟨S²⟩: 6.014
ΔE to the lowest compared entry with this formula, charge and spin (kcal per mole): 15.27

```
68
C19H33BF4N3O5P2Rh (ωB97M-V/def2-TZVPD)
Rh 0.626 0.093 -0.352
F -0.903 -0.729 0.975
B -1.712 -1.636 0.073
F -0.806 -1.762 -1.056
F -2.841 -0.988 -0.288
F -1.850 -2.835 0.699
C 2.295 -4.983 -0.174
N 2.024 -4.353 1.204
C 3.370 -4.085 1.888
N 4.196 -3.272 1.063
C 4.416 -3.916 -0.235
N 3.156 -4.151 -0.942
C 2.524 -2.911 -1.392
P 2.107 -1.830 0.050
C 1.218 -3.095 1.066
C 3.728 -1.889 0.941
H 1.332 -5.122 -0.661
H 2.761 -5.949 0.017
H 1.494 -5.022 1.767
H 3.835 -5.055 2.057
H 3.161 -3.604 2.843
H 4.914 -4.871 -0.071
H 5.064 -3.291 -0.846
H 1.611 -3.127 -1.950
H 3.199 -2.380 -2.064
H 0.264 -3.344 0.607
H 1.011 -2.699 2.062
H 3.625 -1.435 1.928
H 4.464 -1.298 0.394
C 1.882 5.433 -1.314
C 1.311 4.044 -1.212
O 1.713 3.472 0.074
P 2.050 1.950 0.282
O 3.600 1.788 -0.002
C 4.242 2.332 -1.196
C 5.704 1.975 -1.147
O 1.913 1.709 1.836
C 2.410 2.672 2.846
C 1.256 3.456 3.414
H 1.558 5.888 -2.251
H 2.972 5.424 -1.297
H 1.524 6.050 -0.490
H 1.660 3.405 -2.026
H 0.222 4.066 -1.224
H 4.100 3.412 -1.189
H 3.760 1.907 -2.080
H 6.168 2.392 -0.253
H 6.210 2.385 -2.021
H 5.841 0.894 -1.147
H 3.154 3.313 2.376
H 2.898 2.055 3.596
H 0.792 4.071 2.646
H 1.622 4.112 4.204
H 0.509 2.790 3.843
O -0.597 0.525 -4.400
C -0.270 0.798 -3.195
O 0.622 0.184 -2.582
C -1.098 1.909 -2.665
C -1.274 3.022 -3.496
C -2.000 4.108 -3.023
C -2.546 4.068 -1.747
C -2.383 2.943 -0.934
C -1.675 1.850 -1.395
H -0.837 3.041 -4.485
H -2.145 4.973 -3.656
H -3.120 4.910 -1.384
H -2.841 2.905 0.045
H -1.671 0.935 -0.809
```

Löwdin atomic charge list, values in e, 6 entries: Rh 0.91; F -0.06; B -1.20; F 0.02; F 0.21; F 0.19

Computed, not measured: a molecular structure, C19H33BiCl2N2O2P2 at a distorted geometry, with ωB97M-V/def2-TZVPD.

DFT total energy (a.u.): -2820.9745
Orbital gap (eV): 7.21
Total charge: +2

```
61
C19H33BiCl2N2O2P2 (ωB97M-V/def2-TZVPD)
C 0.977 0.161 -4.072
C 0.844 0.403 -2.609
H 1.966 0.155 -4.500
H 0.462 0.987 -4.601
H 0.496 -0.827 -4.224
O 1.644 0.525 -1.726
Cl -0.889 0.263 -2.057
Bi -0.627 -0.029 1.196
P -0.434 2.640 0.291
C 1.018 3.440 1.014
C -0.504 3.372 -1.369
H -0.707 4.442 -1.307
H -1.849 4.494 0.947
H -1.314 2.936 -1.950
H -2.790 3.025 0.770
H 1.907 3.106 0.470
H 0.445 3.230 -1.895
C -1.841 3.422 1.158
H 0.970 4.524 0.889
H -1.768 3.284 2.245
H 1.137 3.221 2.081
P -0.154 -2.599 -0.112
C 1.266 -3.507 0.609
C -1.538 -3.633 0.534
H -0.922 -2.709 -2.425
H -0.135 -4.212 -1.964
H 0.871 -2.777 -2.324
C -0.073 -3.122 -1.872
H -2.501 -3.190 0.227
H -1.508 -4.641 0.093
H 1.217 -4.584 0.392
H 1.314 -3.358 1.699
H -1.477 -3.735 1.632
H 2.194 -3.136 0.153
Cl -2.868 -0.225 2.642
C 2.897 -0.427 6.669
N 2.216 -0.761 5.429
N 2.360 0.015 4.326
C 1.474 -0.393 3.380
O 1.360 0.242 2.248
C 0.828 -1.528 3.922
C 1.282 -1.714 5.232
C 0.819 -2.684 6.228
C 3.054 1.264 4.372
C 4.447 1.241 4.432
C 5.112 2.465 4.518
C 4.366 3.662 4.594
C 2.960 3.661 4.555
C 2.303 2.436 4.416
H 3.970 -0.503 6.496
H 2.641 -1.187 7.406
H 2.530 0.534 7.044
H 0.034 -2.074 3.426
H 1.609 -3.324 6.620
H 0.332 -2.233 7.095
H 0.067 -3.340 5.809
H 4.947 0.261 4.319
H 6.212 2.460 4.513
H 4.897 4.612 4.689
H 2.361 4.594 4.633
H 1.211 2.368 4.318
```

Löwdin atomic charge list, values in e, 6 entries: C -0.04; C -0.75; H 0.10; H 0.11; H 0.10; O 0.03

Computed, not measured: a molecular structure, C19H33F3IrN4O3S3Si, with ωB97M-V/def2-TZVPD.

2S+1: 5
DFT total energy (a.u.): -3076.4817
Orbital gap (spin up / spin down) (eV): 8.21 / 5.81
Total charge: +1
⟨S²⟩: 6.013

```
67
C19H33F3IrN4O3S3Si (ωB97M-V/def2-TZVPD)
Ir -0.186 0.300 0.046
N -0.696 3.895 -0.867
C -1.748 3.238 -0.383
N -1.737 1.973 0.000
C -2.990 1.585 0.463
C -3.942 2.536 0.416
S -3.285 4.008 -0.203
C -3.116 0.211 0.947
C -4.177 -0.369 1.539
S -3.805 -1.995 1.983
C -2.210 -1.793 1.366
N -1.992 -0.605 0.831
N -1.296 -2.766 1.414
H 0.202 3.441 -0.955
H -0.781 4.853 -1.156
H -4.977 2.467 0.701
H -5.142 0.056 1.751
H -1.481 -3.585 1.967
H -0.321 -2.517 1.282
C 0.879 -2.848 -1.698
C 1.864 -2.884 -0.543
C 1.798 -4.210 0.204
C 3.280 -2.601 -1.007
O 1.439 -1.802 0.366
Si 2.035 -1.256 1.804
S 1.063 0.690 1.941
O 1.416 -2.267 2.902
C 1.335 -2.268 4.351
C -0.038 -1.726 4.721
C 1.487 -3.721 4.769
C 2.441 -1.413 4.946
O 3.624 -1.156 1.889
C 4.699 -0.203 1.657
C 4.684 0.819 2.781
C 5.974 -1.029 1.679
C 4.491 0.460 0.306
H 1.067 -3.687 -2.368
H 0.979 -1.929 -2.272
H -0.145 -2.940 -1.332
H 2.270 -4.984 -0.401
H 0.770 -4.521 0.387
H 2.329 -4.156 1.154
H 3.563 -3.341 -1.756
H 3.986 -2.666 -0.180
H 3.348 -1.614 -1.459
H -0.825 -2.386 4.354
H -0.185 -0.734 4.294
H -0.135 -1.650 5.804
H 0.747 -4.339 4.262
H 1.341 -3.822 5.844
H 2.480 -4.091 4.518
H 2.332 -0.367 4.656
H 3.415 -1.771 4.619
H 2.402 -1.463 6.034
H 4.815 0.335 3.747
H 3.749 1.381 2.788
H 5.500 1.527 2.641
H 6.069 -1.556 2.627
H 6.842 -0.383 1.553
H 5.971 -1.761 0.872
H 3.565 1.036 0.284
H 4.462 -0.282 -0.492
H 5.315 1.144 0.104
F 0.287 1.241 -2.693
C 1.005 0.996 -1.564
F 2.037 0.203 -1.944
F 1.608 2.208 -1.274
```

Löwdin atomic charge list, values in e, 6 entries: Ir 1.26; N 0.15; C -0.66; N -0.05; C -0.34; C -0.32

Computed, not measured: a gas-phase ion, C19H33FIN2O5 (charge +1) at a distorted geometry, with ωB97M-V/def2-TZVPD.

SMILES: C=C[C@@]1(F)C=[N+](COCCC)[C@@](CCN)(COO)[C@]1(COCCC)CC(=O)I
DFT total energy (a.u.): -1626.1382
Orbital gap (eV): 6.10
Total charge: +1

```
61
C19H33FIN2O5 (ωB97M-V/def2-TZVPD)
C -1.052 -4.670 -0.983
C -0.472 -3.444 -0.299
C -0.423 -2.043 -1.182
F -0.681 -2.575 -2.562
C -1.605 -1.160 -0.445
N -1.287 0.169 -0.577
C -2.258 1.115 0.095
O -2.219 1.106 1.567
C -3.280 0.267 2.148
C -3.561 0.577 3.762
C -4.299 -0.798 4.345
C -0.019 0.403 -1.375
C -0.311 0.683 -2.964
C -1.734 1.515 -3.240
N -1.551 2.227 -4.592
C 0.674 1.856 -0.920
O 2.042 2.028 -1.433
O 2.139 3.037 -2.251
C 0.809 -0.987 -0.950
C 1.429 -0.812 0.594
O 2.876 -0.560 0.616
C 3.221 0.715 1.261
C 4.009 0.543 2.714
C 4.416 2.102 3.162
C 1.944 -1.310 -2.088
C 2.828 -2.671 -1.815
O 2.714 -3.491 -0.768
I 4.384 -3.105 -3.356
H -0.386 -5.586 -1.300
H -2.203 -4.741 -1.280
H -0.118 -3.508 0.827
H -2.544 -1.629 0.091
H -3.355 0.837 -0.279
H -2.101 2.243 -0.245
H -2.870 -0.854 2.109
H -4.323 0.356 1.624
H -4.252 1.511 3.930
H -2.487 0.683 4.247
H -3.982 -1.772 3.777
H -4.034 -0.992 5.493
H -5.486 -0.740 4.255
H -0.373 -0.273 -3.636
H 0.530 1.372 -3.456
H -1.878 2.355 -2.418
H -2.677 0.822 -3.204
H -2.407 2.041 -5.161
H -1.576 3.240 -4.341
H 0.553 1.993 0.235
H 0.025 2.724 -1.420
H 2.809 2.723 -2.954
H 0.772 -0.019 1.148
H 1.263 -1.838 1.181
H 4.018 1.242 0.545
H 2.340 1.476 1.371
H 3.331 0.054 3.540
H 5.059 -0.011 2.591
H 3.377 2.675 3.214
H 4.981 2.572 2.230
H 5.031 2.147 4.157
H 2.716 -0.405 -2.147
H 1.513 -1.416 -3.190
```

Löwdin atomic charge list, values in e, 6 entries: C 0.05; C -0.07; C -0.22; F -0.03; C 0.17; N 0.03

Computed, not measured: a molecular structure, C19H33NO2Te4Tl, with ωB97M-V/def2-TZVPD.

DFT total energy (a.u.): -2193.6868
Orbital gap (eV): 5.29
Total charge: -1
ΔE to the lowest compared entry with this formula, charge and spin (kcal per mole): 21.12

```
60
C19H33NO2Te4Tl (ωB97M-V/def2-TZVPD)
Tl 1.620 0.388 0.405
C -1.058 1.351 0.983
C -0.947 1.359 -0.431
C -0.905 -0.016 -0.850
C -0.958 -0.802 0.333
C -1.066 0.029 1.462
C -1.319 -0.416 2.886
C -2.821 -0.314 3.196
C -0.555 0.473 3.876
C -0.889 -1.872 3.080
C -1.040 -0.695 -2.222
C 0.264 -0.663 -3.036
C -1.374 -2.186 -2.050
C -2.207 -0.096 -3.021
C -0.886 2.704 -1.170
C -0.088 2.685 -2.479
C -0.184 3.761 -0.295
C -2.311 3.218 -1.443
H -1.163 2.227 1.609
H -1.022 -1.879 0.361
H -3.163 0.718 3.088
H -3.029 -0.646 4.220
H -3.394 -0.935 2.505
H -0.897 1.508 3.812
H 0.516 0.460 3.655
H -0.704 0.129 4.904
H -1.548 -2.551 2.534
H -0.915 -2.151 4.138
H 0.118 -2.028 2.698
H 1.045 -1.175 -2.464
H 0.596 0.348 -3.258
H 0.143 -1.197 -3.985
H -0.557 -2.726 -1.567
H -1.533 -2.635 -3.035
H -2.282 -2.323 -1.460
H -2.055 0.950 -3.274
H -3.127 -0.165 -2.435
H -2.346 -0.649 -3.956
H 0.928 2.322 -2.300
H -0.012 3.702 -2.875
H -0.543 2.068 -3.248
H 0.816 3.428 -0.010
H -0.742 3.978 0.616
H -0.086 4.695 -0.856
H -2.862 2.533 -2.089
H -2.280 4.203 -1.923
H -2.861 3.304 -0.504
Te 3.662 0.292 -2.485
Te 5.866 1.838 -2.891
Te 7.218 0.867 -0.763
Te 4.876 -0.795 -0.341
N 3.233 -2.165 2.404
C 3.383 -3.293 1.479
C 2.659 -3.105 0.130
O 2.035 -4.056 -0.317
O 2.794 -1.962 -0.489
H 4.038 -2.074 3.009
H 2.435 -2.315 3.003
H 3.042 -4.238 1.902
H 4.443 -3.415 1.231
```

Löwdin atomic charge list, values in e, 6 entries: Tl 0.84; C -0.13; C -0.24; C -0.22; C -0.12; C -0.32

Computed, not measured: a molecular structure, C19H34CoN6O7 at a distorted geometry, with ωB97M-V/def2-TZVPD.

2S+1: 4
DFT total energy (a.u.): -2982.0510
Orbital gap (spin up / spin down) (eV): 5.62 / 5.84
Total charge: 0
⟨S²⟩: 3.801

```
67
C19H34CoN6O7 (ωB97M-V/def2-TZVPD)
O -3.180 5.229 0.901
H -2.610 5.944 0.615
Co -0.797 1.991 -0.444
N -2.007 2.126 0.970
N 0.409 2.694 0.782
N -1.940 0.991 -1.524
N 0.485 1.356 -1.622
O -3.135 1.584 1.098
O -3.263 0.856 -1.388
O 1.796 1.561 -1.527
O 1.689 2.761 0.704
C -0.204 3.301 1.840
C -1.560 2.947 1.973
C -1.382 0.406 -2.615
C 0.032 0.641 -2.684
C -2.420 3.279 3.123
H -3.323 3.798 2.776
H -1.864 3.948 3.796
H -2.690 2.369 3.691
C 0.606 4.145 2.738
H 0.976 5.035 2.206
H 1.474 3.586 3.118
H -0.002 4.482 3.583
C -2.109 -0.546 -3.499
C 0.934 0.024 -3.686
H -3.191 -0.413 -3.459
H -1.891 -1.593 -3.243
H -1.783 -0.422 -4.536
H 1.979 0.099 -3.389
H 0.826 0.524 -4.653
H 0.693 -1.033 -3.845
H -3.411 1.058 -0.396
H 1.873 2.123 -0.625
C -0.957 3.641 -1.385
H -1.735 4.137 -0.803
H -1.278 3.489 -2.418
H -0.036 4.222 -1.296
O -5.088 3.376 -0.377
H -4.824 4.124 0.198
H -4.407 3.411 -1.067
C 2.198 -6.747 -0.434
C 2.349 -5.362 -1.033
N 2.052 -4.291 -0.071
C 3.034 -4.116 1.010
C 3.794 -2.794 1.004
C 1.069 -3.414 -0.406
O 0.487 -3.490 -1.499
C 0.651 -2.356 0.584
C 0.655 -2.460 1.982
C 0.338 -1.333 2.729
C -0.038 -0.151 2.070
N -0.139 -0.078 0.737
C 0.115 -1.189 0.030
H 2.863 -6.886 0.429
H 2.439 -7.490 -1.205
H 1.158 -6.904 -0.118
H 3.385 -5.215 -1.375
H 1.676 -5.248 -1.888
H 2.548 -4.252 1.986
H 3.755 -4.935 0.901
H 3.130 -1.927 1.109
H 4.504 -2.795 1.841
H 4.374 -2.691 0.078
H 0.902 -3.397 2.482
H 0.392 -1.323 3.820
H -0.295 0.739 2.646
H -0.081 -1.148 -1.041
```

Löwdin atomic charge list, values in e, 6 entries: O 0.05; H 0.03; Co 0.39; N -0.17; N -0.18; N -0.07